C7H23NNiO3P as an isolated structure in a non-equilibrium geometry, computed with the ωB97M-V functional and the def2-TZVPD basis.

Each line ends with the Löwdin spin population.
Geometry (Å):
1 Ni 1.42482 1.97901 0.08444  1.157
2 P -0.03875 0.00263 -0.38237  0.083
3 O 0.02499 -0.82925 -1.78319  0.008
4 O 0.17075 -1.18442 0.74102  0.034
5 O -1.64760 0.24621 -0.11054  0.027
6 N 0.81215 1.43963 1.94446  0.104
7 C 2.39263 -1.60696 -1.36949  0.019
8 C 1.94669 2.11009 -1.77016  0.083
9 C 1.11240 -1.74156 -2.14385  0.003
10 C -0.74583 -2.91841 2.10284  0.007
11 C -0.55411 -2.44618 0.68828  0.006
12 C -3.58255 1.50214 0.50861  0.003
13 C -2.35964 1.49197 -0.37797  0.011
14 H 0.05181 -3.15193 0.10531  0.001
15 H 1.28327 -1.54436 -3.20442  0.001
16 H 2.98129 1.86923 -1.54043  0.036
17 H -4.24428 0.65639 0.29863  0.001
18 H 2.88642 -0.64756 -1.55629  0.007
19 H -3.31324 1.46834 1.56986  0.003
20 H 1.53721 0.82473 2.30259  0.055
21 H 0.73042 3.23739 0.29134  0.098
22 H 0.20868 -2.99994 2.62911  0.003
23 H -4.15018 2.41818 0.34395  0.001
24 H 2.24699 -1.74626 -0.29199  0.008
25 H -1.52390 -2.30670 0.19121  0.001
26 H 1.90840 3.24367 -1.81079  0.006
27 H -1.71722 2.36393 -0.17263  0.012
28 H -2.64675 1.49641 -1.43631  0.001
29 H 1.56754 2.99567 1.19599  0.117
30 H 1.35461 1.56829 -2.41866  0.011
31 H 3.06998 -2.39316 -1.71562  0.001
32 H -1.22101 -3.89944 2.08681  0.001
33 H -1.40179 -2.23121 2.64551  0.002
34 H 0.70874 -2.75461 -2.05515  0.000
35 H 0.88136 2.38136 2.38231  0.066
36 H -0.15428 1.10667 2.02759  0.023

Cartesian forces, eV/Å:
-0.8 -1.9 0.5
0.9 1.1 0.5
-0.2 -0.7 -0.2
-0.7 -0.8 -0.3
-0.6 -0.1 -0.5
-0.7 0.1 1.6
0.5 0.0 0.2
1.7 3.5 1.7
-0.9 0.5 -0.1
-0.2 -0.1 0.2
0.3 0.8 -0.2
-0.2 -0.1 0.2
0.6 -0.6 0.0
-0.1 0.0 0.1
0.0 0.0 0.1
0.4 -0.6 -0.9
0.1 0.0 0.0
-0.2 -0.1 0.2
0.1 0.0 -0.2
-0.5 -0.1 0.4
-0.6 1.2 0.2
-0.1 0.1 -0.1
0.0 0.1 0.0
0.1 0.1 -0.3
0.2 0.0 0.0
-0.1 -1.3 -0.8
0.1 -0.4 -0.1
0.1 0.1 0.1
1.0 2.0 -1.2
-0.8 -1.1 -1.7
0.0 0.0 0.0
0.0 -0.1 0.1
0.2 -0.1 0.0
0.0 0.0 0.0
0.0 -1.2 0.2
0.4 -0.5 0.3

Results
- Largest force on an atom: 4.22 eV/A
- Multiplicity: 3
- E_HOMO (spin up / spin down): 0.005 / -0.113 Ha
- Net charge: -1
- Energy above the lowest of the compared OMol25 structures with the same formula, charge and spin: 0.0 kcal per mole
- E_tot: -65592.665 eV
- ⟨S²⟩: 2.02
- Orbital gap (spin up / spin down): 2.95 / 6.11 eV

One molecule with the formula C10H14O3 in a non-equilibrium geometry, computed with the ωB97M-V functional and the def2-TZVPD basis.

Each line ends with the Mulliken charge.
Geometry (Å):
1 O 4.48069 1.20212 0.00382  -0.526
2 O 0.39370 -2.93936 -0.35066  -0.606
3 O 0.60847 -1.41595 1.45416  -0.484
4 C 3.35123 -0.81862 -0.23231  -0.418
5 C 3.23229 0.59431 0.09572  0.798
6 C 2.12746 1.23759 0.39365  -0.787
7 C 2.45450 -1.80538 -0.22933  -0.805
8 C 0.25913 -0.59656 0.42476  -0.615
9 C -1.40326 1.02169 1.25419  -1.602
10 C -1.03257 0.06555 0.11269  2.428
11 C -2.11693 -1.01698 -0.05181  -1.976
12 C 1.01940 -1.79966 0.12785  1.052
13 C -0.86855 0.84833 -1.19021  -1.693
14 H -0.17641 1.67059 -1.03470  0.345
15 H -2.14922 -1.65703 0.82941  0.386
16 H -2.14105 1.74509 0.91083  0.402
17 H -1.91742 -1.62520 -0.93074  0.414
18 H -0.51733 1.55386 1.59462  0.330
19 H 4.36080 -1.07183 -0.53011  0.352
20 H 4.40752 2.13774 0.22140  0.294
21 H -0.46760 0.21343 -1.97597  0.363
22 H -1.81585 0.47824 2.10122  0.374
23 H 1.90959 2.25381 0.63266  0.312
24 H 2.76823 -2.78976 -0.54860  0.358
25 H -0.28070 -3.22967 0.27498  0.377
26 H -3.08823 -0.54030 -0.16591  0.462
27 H -1.82708 1.25014 -1.50804  0.465

Cartesian forces, eV/Å:
0.2 -0.2 0.0
0.1 -0.1 0.0
-0.5 0.2 0.5
0.0 -0.3 0.0
0.0 0.7 0.0
-2.3 -2.3 0.0
0.1 -0.2 0.0
2.4 1.3 -0.1
0.1 -0.2 0.0
-0.3 0.2 0.1
0.2 0.1 0.0
-0.1 0.5 -0.7
0.1 -0.1 0.2
0.1 0.1 0.0
-0.1 0.0 0.1
-0.1 0.0 0.0
0.0 -0.1 -0.1
0.0 0.1 0.0
0.0 -0.2 0.0
-0.1 -0.1 0.0
0.0 -0.1 -0.1
0.0 0.0 0.1
0.1 0.5 0.1
0.2 0.0 0.0
0.0 0.2 0.0
-0.1 0.0 0.0
-0.1 0.0 0.0

Results
- Largest force on an atom: 3.30 eV/A
- E_HOMO (spin up / spin down): -0.289 / -0.306 Ha
- Energy above the lowest of the compared OMol25 structures with the same formula, charge and spin: 118.6 kcal per mole
- E_tot: -16734.071 eV
- Orbital gap (spin up / spin down): 8.02 / 8.84 eV